This record from the OMol25 dataset describes a 2-piece molecular cluster, C13H19BrN2O5PS2 overall at a distorted geometry. The level of theory is ωB97M-V/def2-TZVPD.

E_HOMO ... -0.4199 Ha

```
! RIJCOSX wB97M-V def2-TZVPD def2/J DEFGRID3
* xyz 1 1
C 3.27585 4.74953 0.70457
C 2.85288 3.82072 -0.27540
P 2.32421 2.37997 -1.47576
Br 2.08547 3.33305 -3.52383
C 3.81390 1.18837 -1.54217
C 3.45648 -0.35262 -1.97145
C 4.21676 -1.43881 -1.23455
C 0.72662 1.64663 -0.73217
C 0.13379 0.33010 -1.50790
C -1.46846 0.59121 -1.90433
C -2.38809 -0.76994 -1.59012
S -1.60147 -2.28777 -2.35644
C -0.56242 -3.24544 -1.11140
N -1.12192 -4.31356 -0.17193
N -0.13619 -4.89759 0.63754
C 1.12227 -4.15388 0.16094
O 0.89844 -3.13324 -0.88272
H 3.90000 5.54774 1.33030
H 4.35973 1.23356 -0.49706
H 4.56411 1.60550 -2.37106
H 2.71519 -0.69274 -2.81118
H 4.34803 -1.42489 -0.05849
H 4.77399 -2.32101 -1.80631
H 0.79238 1.40893 0.42876
H -0.10414 2.49745 -0.82190
H 0.10312 -0.55056 -0.71105
H 0.68718 0.04536 -2.50070
H -1.96221 1.44492 -1.25837
H -1.58513 0.78414 -3.06465
H -2.59014 -0.88784 -0.43460
H -3.40652 -0.58511 -2.15578
H 2.14802 -4.47349 0.66230
C -2.84806 -0.53745 3.83859
C -4.29011 -0.09607 3.60323
O -4.19394 1.21733 3.05688
S -2.82779 1.32446 2.17224
O -3.17142 1.11141 0.78384
O -2.07550 2.46933 2.63020
O -2.10768 -0.02724 2.73102
H -2.44366 -0.09155 4.75302
H -2.75283 -1.62525 3.89228
H -4.87894 -0.08872 4.52356
H -4.78179 -0.73496 2.86202
*
```

This record from the OMol25 dataset describes a 2-piece molecular cluster, CH5N4 overall at a distorted geometry. The level of theory is ωB97M-V/def2-TZVPD.

E_HOMO (spin up / spin down) ... -0.5525 / -0.5533 Ha

```
! RIJCOSX wB97M-V def2-TZVPD def2/J DEFGRID3
* xyz 1 1
C 0.23391 -0.13127 -0.21858
N 1.41427 -0.76953 -0.01330
N 1.27290 0.69720 0.04966
N -0.98579 -0.42174 -0.87329
N -1.11316 -0.09716 0.55451
H 1.92256 -1.27224 0.82160
H 1.71912 1.13195 -0.72762
H -1.42549 1.24856 -1.63961
H -1.24135 -0.97741 1.18378
H -1.79697 0.59166 0.86285
*
```

This record from the OMol25 dataset describes one molecule with the formula C2H4OS at a distorted geometry. The level of theory is ωB97M-V/def2-TZVPD.

E_HOMO ... -0.3064 Ha
Structure (SMILES) ... O[C@H]1CS1

```
! RIJCOSX wB97M-V def2-TZVPD def2/J DEFGRID3
* xyz 0 1
C -0.29170 0.78493 -0.13764
C 0.32196 -0.45038 0.54451
O 0.94541 -1.31321 -0.19618
S -1.85425 -0.22831 -0.02179
H -0.53482 1.66374 0.46428
H 0.15715 1.06586 -1.04708
H 0.41715 -0.46834 1.59757
H 0.83910 -1.05429 -1.20367
*
```

This record from the OMol25 dataset describes one molecule with the formula C5H4N2. The level of theory is ωB97M-V/def2-TZVPD.

E_HOMO ... -0.3267 Ha
Structure (SMILES) ... C#Cc1cn[nH]c1

```
! RIJCOSX wB97M-V def2-TZVPD def2/J DEFGRID3
* xyz 0 1
C -0.42942 2.71157 -0.65141
C -0.35709 1.58104 -0.24245
C -0.18586 0.21165 0.09846
C 1.01155 -0.39974 0.40035
N 0.77925 -1.72451 0.36259
N -0.50264 -2.03669 0.10166
C -1.09721 -0.86207 -0.04446
H -0.48846 3.70676 -1.02613
H 1.96656 0.02481 0.67097
H 1.46716 -2.43997 0.53967
H -2.16386 -0.77286 -0.20925
*
```

This record from the OMol25 dataset describes a 12-piece molecular cluster, C48H128N8O12 overall at a distorted geometry. The level of theory is ωB97M-V/def2-TZVPD.

E_HOMO ... -0.3298 Ha
Structure (SMILES) ... COC[C@H](C)N.COC[C@H](C)N.COC[C@H](C)N.COC[C@H](C)N.COC[C@H](C)N.COC[C@H](C)N.COC[C@H](C)N.COC[C@H](C)N.CCOCC.CCOCC.CCOCC.CCOCC

```
! RIJCOSX wB97M-V def2-TZVPD def2/J DEFGRID3
* xyz 0 1
C 3.81410 4.26677 0.68116
C 3.37692 2.87248 0.79294
C 3.99047 2.03850 -0.32740
O 3.95019 2.61528 -1.63064
C 4.50828 1.84994 -2.57966
N 3.79008 2.15353 2.06969
H 3.13403 4.96047 1.17365
H 3.87216 4.52699 -0.38955
H 4.84929 4.28652 0.95652
H 2.30747 2.77849 0.69379
H 3.49431 1.01422 -0.40108
H 5.00824 1.80508 -0.08454
H 4.10625 0.83693 -2.62970
H 5.64275 1.66759 -2.42582
H 4.39789 2.29315 -3.58356
H 3.75535 2.85690 2.80954
H 4.78048 1.98251 2.02540
C -2.60654 1.37445 6.56402
C -3.68713 2.04634 5.74463
C -3.14762 3.28691 5.12039
O -3.90512 3.90700 4.14284
C -3.73238 5.27690 3.97972
N -4.19476 1.13350 4.71648
H -1.90978 0.75501 6.02720
H -2.96058 0.77677 7.44786
H -2.06537 2.23333 6.99198
H -4.50856 2.26209 6.41838
H -2.14957 3.04479 4.66909
H -2.82243 4.04673 5.89821
H -3.64122 5.77691 4.95788
H -4.55021 5.59865 3.33470
H -2.88968 5.50088 3.30281
H -3.47340 0.57858 4.22720
H -4.77300 1.63937 3.99204
C -1.11405 -3.87845 3.28152
C -0.67439 -3.32358 1.92032
C 0.04136 -4.35212 1.08980
O -0.87805 -5.24841 0.49877
C -0.40798 -5.64994 -0.74171
N -1.74673 -2.71602 1.09322
H -1.94046 -3.42342 3.84191
H -0.26053 -3.90600 3.89948
H -1.34207 -4.94503 3.17219
H 0.00232 -2.49513 2.05063
H 0.72175 -4.92592 1.81069
H 0.67486 -3.88177 0.38758
H -1.31082 -5.98886 -1.25051
H 0.24890 -6.46713 -0.63500
H 0.03931 -4.80814 -1.37454
H -2.21511 -2.08317 1.68603
H -2.45507 -3.36531 0.74921
C 4.41513 -5.08510 1.51251
C 4.57340 -3.63243 1.81499
C 3.22307 -2.93832 1.85480
O 3.54094 -1.54621 1.87418
C 2.39996 -0.75990 1.96432
N 5.29401 -3.38237 3.07036
H 3.78829 -5.64567 2.26893
H 5.40406 -5.55493 1.48015
H 3.90417 -5.16048 0.56122
H 5.14901 -3.08002 1.08232
H 2.63242 -3.30610 2.72141
H 2.62826 -3.19072 1.00088
H 1.87585 -0.85935 2.89065
H 1.72614 -1.02454 1.13855
H 2.65832 0.32065 2.04711
H 4.89517 -4.02828 3.79628
H 5.23092 -2.37582 3.25139
C 0.54954 3.77913 3.08322
C 1.22298 3.57264 4.48283
C 1.38636 2.09233 4.80007
O 2.16918 1.85718 5.94245
C 2.79465 0.59772 5.87136
N 2.53286 4.25691 4.53474
H 0.68497 4.85665 2.81292
H -0.52698 3.65351 3.09593
H 1.02035 3.04463 2.41435
H 0.58893 4.04796 5.21975
H 1.80492 1.56327 3.95824
H 0.43348 1.65336 4.97252
H 3.46753 0.63310 6.69819
H 3.24909 0.43643 4.88465
H 2.05166 -0.21586 5.97928
H 2.92191 4.19915 5.46433
H 2.40969 5.22307 4.19342
C -1.93247 6.78687 0.61973
C -1.62874 6.27837 -0.78249
C -0.19825 5.99441 -1.13135
O -0.17744 5.40763 -2.42497
C 1.12077 5.22602 -3.00042
N -2.45257 5.05350 -0.92495
H -1.77631 5.92812 1.32974
H -3.04014 7.00151 0.71433
H -1.26470 7.57493 0.91417
H -2.01641 7.04640 -1.54509
H 0.19984 5.30427 -0.43693
H 0.32190 6.92191 -1.07427
H 1.03898 4.80908 -3.96329
H 1.73260 4.49408 -2.39046
H 1.75508 6.13222 -2.97843
H -2.14300 4.61057 -1.81013
H -2.15649 4.39693 -0.20741
C 0.47508 0.98381 -5.14914
C 1.19936 0.62833 -6.48041
C 2.55951 -0.04677 -6.17776
O 3.40633 0.01124 -7.25406
C 4.54918 -0.88079 -7.14824
N 0.36958 -0.16076 -7.34764
H 0.18364 0.02167 -4.62691
H -0.37155 1.57595 -5.43895
H 1.08319 1.56212 -4.41593
H 1.42350 1.55401 -7.00999
H 2.34418 -1.08187 -5.94861
H 3.05545 0.36968 -5.27660
H 5.50802 -0.33571 -7.06310
H 4.56494 -1.50429 -8.08514
H 4.45387 -1.50353 -6.25940
H 0.75997 -0.24643 -8.25619
H 0.27748 -1.11017 -7.00960
C -5.12458 -4.03143 4.15284
C -5.07714 -2.54942 3.84466
C -5.69175 -2.16584 2.48913
O -4.75206 -2.53175 1.45230
C -5.20176 -2.13589 0.18892
N -6.00493 -1.97849 4.82317
H -4.35927 -4.53360 3.52267
H -6.19649 -4.27926 4.03682
H -4.71602 -4.13137 5.13870
H -4.02146 -2.22845 3.92398
H -5.67758 -1.07227 2.43588
H -6.68799 -2.55577 2.43097
H -4.56884 -2.68328 -0.49165
H -5.03307 -1.01679 0.08948
H -6.22902 -2.37360 -0.04849
H -5.61601 -2.22468 5.77879
H -5.87245 -0.95601 4.82993
C 2.41453 -3.49617 -7.86526
C 1.20388 -4.31276 -7.33981
O 0.78590 -3.67592 -6.15579
C -0.21085 -4.36859 -5.36131
C -0.84255 -3.33590 -4.47704
H 2.15725 -2.50585 -8.19956
H 2.98303 -3.24824 -6.96573
H 3.00084 -4.05196 -8.61361
H 0.41652 -4.32096 -8.12515
H 1.54230 -5.31074 -7.10699
H -0.93403 -4.84694 -6.04195
H 0.20906 -5.20420 -4.79187
H -1.36624 -2.58904 -5.02881
H -0.06650 -2.84188 -3.86014
H -1.50888 -3.79220 -3.79398
C 3.79149 -2.26529 -1.53910
C 2.85417 -3.07643 -2.42586
O 3.65677 -4.12154 -2.90173
C 3.43747 -4.57257 -4.22625
C 4.48709 -5.61210 -4.55537
H 3.29571 -1.41875 -1.08844
H 4.18462 -2.93860 -0.82547
H 4.65908 -1.85736 -2.12265
H 2.03143 -3.47186 -1.79062
H 2.39724 -2.45680 -3.23630
H 2.50100 -5.13976 -4.32432
H 3.42595 -3.70961 -4.89113
H 4.39946 -6.38186 -3.78986
H 5.48314 -5.16591 -4.52756
H 4.22075 -6.00551 -5.53082
C 0.38358 2.42250 -1.04280
C -0.24327 1.40411 -0.08972
O -1.23134 2.00046 0.71757
C -2.05553 1.08426 1.49007
C -1.19167 0.29726 2.48298
H 1.13843 1.89561 -1.63952
H -0.53826 2.71032 -1.76127
H 0.73379 3.34387 -0.60087
H -0.64749 0.65105 -0.73083
H 0.46741 0.94963 0.59090
H -2.84677 1.70485 1.96442
H -2.69717 0.51101 0.76986
H -0.59769 -0.36726 1.87868
H -1.82441 -0.31464 3.20161
H -0.53728 0.99933 3.05876
C -3.73742 0.77343 -2.49622
C -4.65837 1.79985 -1.71712
O -5.03489 1.36437 -0.38980
C -5.73788 2.38144 0.36595
C -6.19663 1.69176 1.67829
H -2.83335 0.68159 -1.94240
H -4.36186 -0.13600 -2.58010
H -3.68746 1.12952 -3.50374
H -4.18040 2.77642 -1.72546
H -5.59933 1.84819 -2.30304
H -5.02653 3.23585 0.48772
H -6.66073 2.75362 -0.14014
H -5.27651 1.38612 2.20527
H -6.71094 0.76241 1.54313
H -6.85805 2.41225 2.26801
*
```

This record from the OMol25 dataset describes C32H52F8N10O24S2Zn2 as an isolated structure at a distorted geometry. The level of theory is ωB97M-V/def2-TZVPD.

E_HOMO ... -0.2613 Ha

```
! RIJCOSX wB97M-V def2-TZVPD def2/J DEFGRID3
* xyz 0 1
Zn -1.83219 -0.41891 -1.22169
Zn 0.06468 -2.45752 0.56238
C 1.93070 0.39180 -1.57144
F 1.13062 -0.46763 -2.24746
F 3.17771 0.17350 -1.77163
F 1.66445 1.65160 -2.02285
S 1.34203 0.36719 0.16307
O 2.04704 1.40088 0.84281
O -0.09701 0.51839 -0.02498
N 1.53219 -1.17414 0.78343
S 3.05867 -1.52540 1.36592
O 2.99359 -2.91722 1.60171
O 4.12579 -0.88693 0.60877
C 3.05068 -0.65433 3.11195
F 1.91905 -0.91932 3.57903
F 3.96410 -1.15892 3.78885
F 3.30895 0.68063 2.96425
C -1.50705 -6.50992 -0.96608
O -2.28735 -5.60382 -0.48966
O -0.45779 -7.06327 -1.10945
O -1.14975 -2.21778 -1.07630
C -5.65145 0.72403 -3.15849
C -4.62501 -0.43619 -3.21691
C -4.90926 -1.31793 -4.43239
C -4.39681 -0.70423 -5.73186
C -2.91730 -0.36776 -5.64276
C -2.62644 0.54619 -4.43625
N -3.26242 -0.10909 -3.21888
O -2.94190 0.80896 -2.13706
C -3.06978 1.99392 -4.76436
C -1.17044 0.46905 -4.36943
C -4.96270 -1.41682 -2.07093
H -6.62113 0.44293 -2.67120
H -5.91724 1.23025 -4.08329
H -5.17552 1.48154 -2.50321
H -5.95588 -1.57822 -4.48032
H -4.34379 -2.25864 -4.27244
H -4.96209 0.21189 -5.98387
H -4.49427 -1.40011 -6.59046
H -2.65223 0.19910 -6.56388
H -2.26506 -1.23876 -5.48551
H -3.81113 1.86624 -5.54361
H -2.27766 2.67169 -5.12613
H -3.53857 2.48694 -3.92490
H -0.81383 0.59329 -5.38791
H -0.74973 -0.48465 -3.95802
H -0.71688 1.27534 -3.80850
H -5.89434 -1.98627 -2.25315
H -4.93799 -0.87776 -1.07688
H -4.16253 -2.17733 -2.00270
C 1.47470 2.73940 -5.69420
N 2.56312 1.89255 -5.16257
O 3.68761 2.38443 -5.07912
O 2.32023 0.74453 -4.86101
H 0.57536 2.62874 -5.08955
H 1.14986 2.34138 -6.65307
H 1.79680 3.75737 -5.71610
C 1.96752 -6.23735 0.29338
N 1.24447 -4.88013 0.15149
O 1.11393 -4.38925 -0.91600
O 0.78026 -4.36892 1.13111
H 2.75176 -5.86194 0.92617
H 2.29079 -6.62761 -0.63779
H 1.19926 -6.89978 0.78119
C 0.56000 5.01040 1.64366
N -0.76293 4.33764 1.37507
O -1.75532 4.99424 1.23738
O -0.75084 3.10932 1.43166
H 0.65287 5.70482 0.82331
H 1.30672 4.23019 1.67317
H 0.39922 5.53941 2.56647
C -3.60866 1.93586 0.50921
N -3.78319 0.59555 0.99044
O -4.72090 0.24781 1.64740
O -2.92639 -0.25279 0.70475
H -3.19553 2.05047 -0.44723
H -2.91586 2.59521 1.09018
H -4.61681 2.24799 0.65841
C -0.58112 2.49934 6.23548
N -0.20186 3.53779 5.23204
O -1.12207 4.25454 4.83816
O 0.95630 3.59954 4.82648
H 0.34897 2.02724 6.66632
H -1.19269 1.75537 5.78633
H -1.07073 2.99773 7.12342
C 5.74912 -2.60715 -1.60395
N 4.55788 -3.39650 -1.21795
O 4.72053 -4.52200 -0.76814
O 3.42003 -2.95152 -1.31850
H 6.48894 -3.27331 -2.12543
H 6.10712 -2.14221 -0.68249
H 5.32977 -1.79041 -2.19291
C -2.42371 -1.60416 3.80318
N -1.22036 -2.13048 2.98410
O -0.13193 -2.09291 3.46493
O -1.46136 -2.59991 1.88424
H -2.74897 -0.69617 3.28472
H -1.95503 -1.44785 4.79644
H -3.13533 -2.45561 3.80633
C 5.88311 -3.87614 4.84617
N 4.57771 -4.50937 4.68527
O 4.48824 -5.59142 4.15380
O 3.61281 -4.01460 5.21981
H 6.43748 -4.25879 4.01927
H 6.31064 -4.21609 5.75951
H 5.84789 -2.79704 4.71690
F -1.65601 -0.17464 9.06270
C -0.93326 -1.12601 8.36210
C 0.42394 -0.98566 8.18931
C 1.07802 -1.99526 7.50485
C 0.45761 -3.15982 7.08231
C -0.89251 -3.30948 7.31022
C -1.59839 -2.31013 7.93785
H 0.98091 -0.15849 8.57831
H 2.18583 -1.95503 7.39029
H 1.08957 -3.88574 6.62331
H -1.44226 -4.18849 7.04745
H -2.64232 -2.45396 8.15946
F 1.67493 5.73103 -1.51215
C 2.01832 5.95231 -2.83012
C 3.32646 5.76596 -3.26226
C 3.63951 6.18370 -4.54355
C 2.68908 6.70139 -5.44142
C 1.39907 6.89218 -4.99396
C 1.09034 6.52556 -3.66359
H 4.07926 5.39747 -2.56202
H 4.65903 6.01474 -4.81083
H 2.92713 7.17221 -6.37890
H 0.77000 7.42910 -5.63522
H 0.13061 6.81318 -3.19081
*
```